Entry 1:
ORCA calculation (ωB97M-V/def2-TZVPD) on C3H7N in the gas phase in a non-equilibrium geometry.

```
11
Properties=species:S:1:pos:R:3:forces:R:3
N 0.567 -0.329 0.101 -0.21 -0.10 0.31
C -0.775 -0.063 -0.080 -0.09 0.91 1.40
C 1.487 0.716 -0.319 -0.29 0.80 -1.01
C -1.751 -0.752 0.495 -1.01 -2.51 0.24
H -1.546 -1.682 1.055 0.45 0.45 -0.24
H -2.822 -0.769 0.294 0.32 1.10 -0.18
H -1.012 0.942 -0.409 0.15 -0.06 -0.82
H 1.204 0.972 -1.368 1.06 -0.38 0.20
H 1.336 1.706 0.139 -0.57 -0.49 0.72
H 0.750 -1.330 0.223 0.65 1.09 -0.16
H 2.563 0.590 -0.133 -0.47 -0.82 -0.46
```
Positions in Å, forces in eV/Å.

Its orbital gap is 0.3315 hartree. Its SMILES is C=CNC. The LUMO energy comes out at 1.2 eV. The maximum force is 2.7 eV/A. The calculation puts the energy above the lowest of the compared OMol25 structures with the same formula, charge and spin at 26.7 kcal per mole. Its calculated total energy is -4712.9974 eV. The HOMO energy comes out at -7.8 eV.

Results of the Löwdin charge analysis, in e, for atoms 1 through 2:
1. N -0.11
2. C -0.28


Entry 2:
ORCA calculation (ωB97M-V/def2-TZVPD) on 2 unconnected molecules or ions with the total composition C3H7N in a non-equilibrium geometry.

```
11
Properties=species:S:1:pos:R:3:forces:R:3
N -0.344 -1.206 -0.354 2.20 -0.32 0.64
C 0.742 1.513 1.304 0.34 1.62 -1.45
C -0.135 -1.609 -1.769 0.33 0.14 0.22
C -0.314 2.112 1.480 2.80 -1.72 0.05
H -1.169 2.574 1.870 -0.77 0.25 0.07
H 1.768 1.351 0.808 -2.28 -0.04 1.39
H 0.040 -1.995 0.231 -0.83 0.98 -0.64
H -0.975 -2.239 -2.028 -0.07 -0.28 -0.30
H 0.823 -2.191 -1.932 -0.92 0.80 -0.12
H 0.364 -0.458 -0.152 -1.12 -0.72 -0.17
H -0.207 -0.700 -2.406 0.32 -0.70 0.32
```
Positions in Å, forces in eV/Å.

Its orbital gap is 0.3872 hartree. Its SMILES is C#C.CN. The LUMO energy comes out at 1.1 eV. The maximum force is 3.3 eV/A. The calculation puts the energy above the lowest of the compared OMol25 structures with the same formula, charge and spin at 61.5 kcal per mole. Its calculated total energy is -4711.4911 eV. The HOMO energy comes out at -9.4 eV.

Results of the Löwdin charge analysis, in e, for atoms 1 through 2:
1. N -0.09
2. C -0.05


Entry 3:
ORCA calculation (ωB97M-V/def2-TZVPD) on C3H7N in the gas phase in a non-equilibrium geometry.

```
11
Properties=species:S:1:pos:R:3:forces:R:3
N -0.464 0.185 -0.152 -1.44 4.29 -4.25
C 0.524 1.091 -0.645 -5.97 0.42 -6.33
C -0.543 -0.265 1.083 -4.71 -2.50 6.05
C -0.091 -1.116 0.026 0.70 -3.60 -3.15
H 0.963 -1.084 -0.109 1.10 -1.46 0.13
H -0.114 2.079 -0.827 2.47 -1.45 0.80
H -1.766 -0.605 1.254 3.51 1.39 0.88
H 0.654 0.628 -1.788 0.23 1.61 2.75
H -0.695 -1.844 -0.635 1.07 0.67 1.69
H 0.160 -0.046 1.933 -0.99 0.01 -0.79
H 1.370 0.977 -0.140 4.03 0.63 2.22
```
Positions in Å, forces in eV/Å.

Its orbital gap is 0.3624 hartree. Its SMILES is CN1CC1. The LUMO energy comes out at 1.1 eV. The maximum force is 8.7 eV/A. The calculation puts the energy above the lowest of the compared OMol25 structures with the same formula, charge and spin at 83.7 kcal per mole. Its calculated total energy is -4710.5258 eV. The HOMO energy comes out at -8.7 eV.

Results of the Löwdin charge analysis, in e, for atoms 1 through 2:
1. N -0.29
2. C -0.08


Entry 4:
ORCA calculation (ωB97M-V/def2-TZVPD) on C3H7N in the gas phase in a non-equilibrium geometry.

```
11
Properties=species:S:1:pos:R:3:forces:R:3
N -0.557 -1.045 -1.256 -0.28 -0.50 -2.03
C -0.320 0.378 0.654 -1.31 0.35 0.02
C 0.282 1.560 0.817 0.16 -0.35 1.37
C 0.205 -0.899 -0.044 0.72 3.26 0.09
H -0.566 -0.127 -1.791 0.19 -1.91 0.81
H 1.275 -0.722 -0.216 0.11 -0.11 -0.03
H -0.143 2.373 1.481 0.28 -1.00 -1.27
H -0.267 -1.860 -1.879 -0.39 1.76 1.18
H 0.150 -1.661 0.687 -0.53 -1.36 0.32
H 1.337 1.646 0.581 0.05 0.24 -0.22
H -1.397 0.358 0.967 0.99 -0.39 -0.24
```
Positions in Å, forces in eV/Å.

Its orbital gap is 0.3842 hartree. Its SMILES is C=CCN. The LUMO energy comes out at 1.2 eV. The maximum force is 3.3 eV/A. The calculation puts the energy above the lowest of the compared OMol25 structures with the same formula, charge and spin at 19.8 kcal per mole. Its calculated total energy is -4713.2989 eV. The HOMO energy comes out at -9.2 eV.

Results of the Löwdin charge analysis, in e, for atoms 1 through 2:
1. N -0.05
2. C -0.20